Entry 1:
This record from the Open Molecules 2025 dataset describes 5 unconnected molecules or ions with the total composition C38H44N6O4S. The level of theory is ωB97M-V with the def2-TZVPD basis set.

Geometry as XYZ:
```
93
Properties=species:S:1:pos:R:3:forces:R:3:lowdin_charge:R:1
C 2.923 1.080 -0.865 -0.24 0.14 -1.31 -0.10
C 1.809 1.440 -1.979 -1.00 1.55 0.74 -0.29
C 2.006 0.854 -3.457 -0.83 -0.40 1.16 -0.07
C 0.698 2.245 -1.620 0.50 -1.96 -1.37 -0.08
C -0.752 1.843 -2.215 0.79 1.48 -1.03 -0.20
C -1.890 2.879 -1.765 -0.36 -0.48 0.05 -0.17
C -2.583 2.563 -0.347 -0.17 0.55 0.07 -0.35
C -1.649 1.818 0.720 -0.96 -0.03 0.89 -0.10
C -4.003 1.826 -0.572 0.41 0.21 0.92 -0.16
C -3.837 0.269 -0.917 -0.37 0.46 -0.35 -0.12
C -4.633 -0.239 -2.191 -0.15 -2.83 -1.40 0.01
C -4.609 -1.563 -2.677 -0.38 0.96 -0.08 -0.04
C -3.867 -2.889 -2.254 0.00 0.13 -0.06 -0.17
C -3.021 -2.836 -0.902 0.06 0.05 -0.02 -0.44
S -1.806 -4.284 -0.965 1.69 1.47 0.13 0.88
C -0.160 -3.453 -1.241 2.06 1.58 -2.70 -0.51
N 0.432 -3.141 -2.516 -1.18 -0.73 5.34 0.01
N 1.626 -2.519 -2.254 -0.01 0.27 4.68 -0.02
C 1.804 -2.393 -0.847 -2.41 -1.54 -4.20 -0.07
O 0.694 -2.991 -0.193 0.57 0.42 -2.59 -0.06
C -5.566 -1.669 -3.941 -0.65 -1.28 -0.80 -0.29
O -5.717 -2.548 -4.801 0.65 3.25 3.43 0.12
O -6.375 -0.467 -3.927 2.63 -0.49 0.32 0.07
C -5.593 0.493 -3.222 -0.28 3.04 -0.24 -0.30
O -5.710 1.703 -3.506 0.49 -4.50 1.44 0.10
H 2.364 0.620 0.024 1.03 0.85 -1.16 0.07
H 3.546 1.993 -0.574 -0.86 -1.27 -0.18 0.08
H 3.625 0.279 -1.307 -0.98 1.27 0.73 0.07
H 1.103 1.072 -4.126 1.29 -0.33 1.08 0.07
H 2.908 1.363 -3.937 -1.02 -0.80 0.86 0.07
H 2.131 -0.277 -3.355 0.07 1.49 -0.56 0.05
H 0.715 3.138 -0.912 0.11 -1.91 -0.25 0.11
H -0.960 0.758 -1.936 0.14 1.51 -0.29 0.09
H -0.715 1.886 -3.370 -0.08 -0.18 1.77 0.11
H -1.459 3.935 -1.734 -0.42 -1.45 -0.14 0.11
H -2.741 2.881 -2.547 1.39 0.06 1.11 0.11
H -2.844 3.589 0.117 0.31 -1.61 -0.68 0.13
H -2.353 1.439 1.557 1.09 0.53 -1.19 0.09
H -0.924 2.536 1.259 -0.94 -1.19 -1.19 0.09
H -1.113 0.891 0.327 -0.51 1.44 0.40 0.07
H -4.569 2.430 -1.353 0.64 -1.08 0.93 0.10
H -4.580 1.887 0.420 0.73 0.03 -1.48 0.12
H -2.720 0.071 -1.038 -1.64 0.13 -0.11 0.08
H -4.191 -0.366 -0.024 0.50 0.93 -1.42 0.13
H -4.632 -3.748 -2.145 1.06 1.46 -0.24 0.14
H -3.167 -3.207 -3.109 -1.05 0.62 1.16 0.13
H -2.368 -1.916 -0.762 -1.08 -1.23 -0.28 0.07
H -3.686 -3.014 0.021 1.07 0.35 -1.51 0.06
H 2.706 -1.906 -0.352 -1.58 -0.93 -0.24 0.11
C -6.039 -5.283 3.582 -0.03 -0.01 0.07 -0.08
C -4.700 -5.219 3.225 -0.15 -0.01 0.03 -0.07
C -4.387 -4.970 1.898 -0.24 0.07 -0.46 -0.16
N -5.305 -4.789 0.935 -0.13 -0.05 0.60 0.05
C -6.593 -4.858 1.307 0.42 0.05 -0.33 -0.15
C -7.009 -5.098 2.606 0.13 -0.03 0.09 -0.07
H -6.325 -5.475 4.610 0.02 0.01 -0.07 0.11
H -3.917 -5.360 3.959 -0.02 0.01 -0.06 0.10
H -3.355 -4.908 1.570 0.03 -0.03 0.08 0.08
H -7.313 -4.710 0.508 -0.02 -0.01 0.07 0.10
H -8.063 -5.141 2.850 0.05 0.01 -0.05 0.10
C 5.272 -0.011 3.851 0.01 0.03 0.06 -0.08
C 4.261 -0.960 3.889 0.12 0.09 0.02 -0.08
C 3.875 -1.556 2.700 0.11 0.00 -0.54 -0.14
N 4.421 -1.265 1.507 0.12 0.32 0.50 0.05
C 5.396 -0.342 1.498 -0.36 -0.38 -0.22 -0.15
C 5.855 0.307 2.632 -0.09 -0.05 0.11 -0.07
H 5.603 0.476 4.762 -0.03 -0.03 -0.05 0.11
H 3.784 -1.232 4.823 -0.01 0.01 -0.07 0.10
H 3.091 -2.306 2.679 0.00 0.04 0.08 0.10
H 5.817 -0.125 0.521 0.02 0.04 0.06 0.10
H 6.647 1.043 2.566 -0.04 -0.05 -0.03 0.10
C 1.731 1.949 7.528 0.04 0.04 0.08 -0.08
C 0.721 0.999 7.563 0.10 0.09 -0.01 -0.08
C 0.339 0.406 6.370 0.14 0.03 -0.56 -0.16
N 0.886 0.699 5.180 0.21 0.26 0.56 0.06
C 1.860 1.623 5.175 -0.38 -0.38 -0.19 -0.16
C 2.316 2.270 6.312 -0.06 -0.05 0.12 -0.08
H 2.060 2.435 8.440 -0.02 -0.03 -0.06 0.11
H 0.242 0.725 8.494 0.01 0.00 -0.06 0.10
H -0.444 -0.345 6.346 0.01 0.03 0.06 0.10
H 2.284 1.841 4.199 0.03 0.02 0.05 0.10
H 3.108 3.007 6.248 -0.04 -0.03 -0.03 0.10
C 7.103 3.656 -5.498 0.08 -0.01 -0.07 -0.08
C 7.234 3.901 -4.140 -0.01 -0.02 -0.11 -0.08
C 6.081 4.062 -3.388 -0.61 -0.01 -0.09 -0.16
N 4.840 3.999 -3.898 0.56 -0.11 -0.44 0.06
C 4.742 3.762 -5.217 -0.11 0.12 0.62 -0.16
C 5.834 3.584 -6.052 0.10 0.01 0.06 -0.08
H 7.982 3.523 -6.120 -0.06 0.01 0.04 0.10
H 8.209 3.965 -3.674 -0.06 0.00 0.00 0.10
H 6.132 4.253 -2.321 0.06 0.00 -0.03 0.10
H 3.729 3.718 -5.605 0.05 -0.01 -0.03 0.10
H 5.695 3.393 -7.109 -0.02 0.01 0.06 0.10
```
Forces are in eV/Å.

Results
HOMO level	-7.76	eV
orbital gap	7.225	eV
structure (SMILES)	CC(C)=CCC[C@H](C)CCC1=C(CCSc2nnco2)C(=O)OC1=O.c1ccncc1.c1ccncc1.c1ccncc1.c1ccncc1
E_LUMO	-0.540	eV

=====

Entry 2:
This record from the Open Molecules 2025 dataset describes 6 unconnected molecules or ions with the total composition C38H44NO4. The level of theory is ωB97M-V with the def2-TZVPD basis set.

Geometry as XYZ:
```
87
Properties=species:S:1:pos:R:3:forces:R:3:lowdin_charge:R:1
C 4.130 -3.487 -0.309 0.53 0.94 0.22 -0.15
N 3.368 -3.866 -1.568 -0.27 0.39 0.99 -0.12
C 1.889 -3.556 -1.463 -0.67 -0.18 0.54 -0.26
C 0.964 -4.620 -2.363 0.87 0.38 0.15 -0.14
C -0.063 -5.462 -1.394 -0.84 -0.34 -0.31 -0.21
C -1.586 -4.809 -1.390 -0.37 -0.80 -0.18 -0.18
C -1.884 -3.826 -0.108 1.49 -0.23 -0.05 -0.18
O -3.069 -2.947 -0.377 2.11 1.56 -2.08 -0.16
C -2.719 -1.906 -1.370 3.14 5.53 2.01 -0.13
O -2.184 -0.703 -1.046 -4.06 -8.41 -1.82 -0.04
C 1.498 -1.982 -1.719 -1.30 6.44 -0.71 -0.40
O 0.781 -1.342 -0.754 3.17 -3.90 -3.68 -0.19
O 1.889 -1.159 -2.876 -1.17 -5.37 5.14 -0.29
H 3.511 -3.599 0.679 0.88 0.09 -2.07 0.09
H 5.097 -4.164 -0.170 -1.93 1.58 -0.50 0.08
H 4.404 -2.331 -0.401 -0.20 -2.40 0.54 0.09
H 3.832 -3.371 -2.363 -1.00 -0.36 0.91 0.08
H 1.585 -3.790 -0.333 0.74 0.77 -2.46 0.13
H 1.705 -5.372 -2.920 -1.59 1.68 1.32 0.11
H 0.415 -3.980 -3.188 0.85 -1.47 1.69 0.11
H 0.271 -5.529 -0.271 -0.23 0.24 -2.19 0.11
H -0.126 -6.590 -1.778 0.03 2.47 0.76 0.11
H -1.718 -4.281 -2.441 0.16 -0.79 2.38 0.10
H -2.405 -5.671 -1.352 1.73 1.73 -0.13 0.11
H -0.921 -3.179 0.118 -1.98 -0.93 -0.64 0.12
H -2.095 -4.438 0.890 0.07 1.26 -2.36 0.14
H -2.869 -2.139 -2.522 0.04 0.18 2.56 0.16
C 2.541 0.476 4.193 0.08 -0.04 -0.16 -0.12
C 3.926 0.394 4.333 -0.03 -0.03 -0.10 -0.12
C 4.716 0.004 3.252 -0.18 0.02 -0.03 -0.11
C 4.121 -0.295 2.026 -0.08 0.09 0.28 -0.09
C 2.736 -0.209 1.884 0.02 -0.01 -0.08 -0.07
C 1.945 0.172 2.968 0.25 0.02 0.10 -0.08
H 1.926 0.776 5.037 0.08 -0.04 -0.07 0.08
H 4.391 0.633 5.286 -0.05 -0.04 -0.10 0.09
H 5.795 -0.066 3.363 -0.11 0.02 0.00 0.09
H 4.736 -0.594 1.182 -0.12 0.05 0.11 0.09
H 2.272 -0.441 0.928 -0.07 -0.03 0.04 0.09
H 0.866 0.233 2.859 0.15 -0.03 -0.05 0.10
C 5.880 -1.995 -4.143 0.05 -0.01 -0.02 -0.08
C 6.262 -3.335 -4.209 0.16 0.12 -0.02 -0.10
C 7.612 -3.673 -4.300 -0.02 0.20 0.02 -0.11
C 8.582 -2.670 -4.315 -0.18 0.01 0.00 -0.11
C 8.200 -1.331 -4.245 -0.12 -0.11 -0.01 -0.11
C 6.850 -0.992 -4.164 0.10 -0.21 0.00 -0.09
H 4.828 -1.732 -4.076 0.05 0.00 0.04 0.10
H 5.506 -4.116 -4.190 0.09 0.12 0.01 0.10
H 7.908 -4.717 -4.358 -0.03 0.13 0.02 0.09
H 9.634 -2.934 -4.380 -0.13 0.03 0.01 0.09
H 8.957 -0.550 -4.255 -0.10 -0.11 0.00 0.09
H 6.553 0.052 -4.115 0.01 -0.16 0.01 0.10
C 0.270 4.071 8.796 0.07 -0.03 -0.17 -0.11
C -0.714 3.959 7.813 0.16 0.00 -0.04 -0.10
C -0.353 3.719 6.488 0.15 0.01 0.14 -0.09
C 0.992 3.580 6.146 -0.07 0.04 0.12 -0.10
C 1.976 3.688 7.129 -0.15 0.03 0.05 -0.10
C 1.615 3.938 8.453 -0.17 -0.02 -0.13 -0.10
H -0.012 4.262 9.828 0.04 -0.03 -0.14 0.10
H -1.763 4.061 8.081 0.15 -0.01 -0.04 0.10
H -1.120 3.638 5.722 0.12 -0.01 0.10 0.10
H 1.273 3.388 5.114 -0.03 0.01 0.15 0.10
H 3.024 3.579 6.863 -0.17 0.01 0.02 0.10
H 2.382 4.028 9.217 -0.10 -0.02 -0.09 0.10
C -2.878 1.309 -3.839 -0.10 0.05 -0.02 -0.08
C -3.720 1.326 -4.951 -0.07 0.06 0.19 -0.10
C -5.013 1.838 -4.840 0.06 0.04 0.16 -0.11
C -5.460 2.343 -3.619 0.16 -0.07 -0.07 -0.11
C -4.616 2.330 -2.508 0.09 -0.05 -0.19 -0.09
C -3.327 1.809 -2.617 -0.08 0.11 -0.07 -0.09
H -1.872 0.907 -3.925 -0.13 0.04 0.09 0.11
H -3.369 0.938 -5.904 -0.04 0.04 0.14 0.10
H -5.671 1.844 -5.705 0.07 0.01 0.10 0.09
H -6.465 2.747 -3.534 0.09 -0.07 0.00 0.08
H -4.964 2.725 -1.557 0.03 -0.08 -0.12 0.09
H -2.672 1.794 -1.750 -0.09 -0.09 -0.18 0.10
C -8.953 4.781 -1.041 0.09 0.00 0.18 -0.10
C -7.563 4.837 -1.145 -0.07 0.01 0.13 -0.10
C -6.776 4.826 0.006 -0.18 -0.01 0.04 -0.10
C -7.378 4.750 1.262 -0.10 0.01 -0.17 -0.09
C -8.767 4.691 1.366 0.07 0.02 -0.15 -0.10
C -9.555 4.711 0.216 0.21 0.00 -0.03 -0.10
H -9.566 4.793 -1.937 0.09 -0.01 0.12 0.10
H -7.094 4.889 -2.124 -0.05 -0.01 0.15 0.10
H -5.693 4.875 -0.076 -0.15 -0.02 0.00 0.10
H -6.764 4.736 2.159 -0.09 -0.01 -0.14 0.10
H -9.236 4.630 2.345 0.07 0.01 -0.15 0.10
H -10.638 4.671 0.298 0.14 -0.01 -0.01 0.10
```
Forces are in eV/Å.

Results
HOMO level	-4.54	eV
orbital gap	6.909	eV
charge	-1
E_LUMO	2.370	eV

=====

Entry 3:
This record from the Open Molecules 2025 dataset describes a molecular structure, C38H44NO7Pd. The level of theory is ωB97M-V with the def2-TZVPD basis set.

Geometry as XYZ:
```
91
Properties=species:S:1:pos:R:3:forces:R:3:lowdin_charge:R:1
C 0.040 -2.547 -5.653 -0.43 -0.22 -1.13 -0.25
C -0.448 -1.372 -4.815 -0.47 -0.12 0.71 -0.07
C 1.442 -2.914 -5.125 -0.18 -0.15 -0.42 -0.03
C 1.915 -1.734 -4.255 -0.04 0.86 0.01 -0.21
H 2.085 -3.045 -5.998 0.00 -0.13 0.19 0.12
H 1.399 -3.868 -4.592 0.09 0.23 0.07 0.12
C 0.809 -0.608 -4.405 -0.28 -0.18 -1.02 -0.20
H -0.913 -1.784 -3.919 -0.14 -0.05 0.09 0.13
H -1.206 -0.775 -5.347 0.37 -0.15 0.30 0.13
C 0.647 0.325 -3.186 0.61 -1.09 0.12 -0.30
H 1.041 -0.003 -5.297 0.33 0.10 0.22 0.14
H 2.834 -1.322 -4.699 -0.10 -0.12 0.10 0.14
C 2.203 -2.085 -2.845 0.23 0.29 -0.73 -0.37
C -0.929 -3.718 -5.661 -1.27 -0.38 2.24 -0.40
C 0.085 -2.220 -7.145 1.50 0.38 -0.67 -0.44
O 0.958 -2.564 -7.919 -0.76 0.40 0.68 0.10
O -1.630 -4.051 -4.707 1.18 0.42 -1.60 0.11
O -0.969 -4.352 -6.844 -0.14 -0.25 0.33 -0.03
O -0.976 -1.497 -7.541 0.14 -0.18 -0.21 -0.03
C -1.013 -1.294 -8.956 -0.13 0.02 -0.03 -0.04
H -1.955 -0.777 -9.136 0.09 -0.02 -0.10 0.09
H -0.988 -2.263 -9.465 -0.01 0.25 0.02 0.10
H -0.161 -0.688 -9.283 -0.20 -0.15 0.06 0.10
C -1.923 -5.413 -6.907 -0.18 -0.16 -0.05 -0.04
H -1.769 -6.134 -6.093 -0.02 0.24 -0.26 0.10
H -1.761 -5.877 -7.881 -0.10 0.00 0.16 0.09
H -2.940 -5.002 -6.834 0.27 -0.17 -0.01 0.10
O 0.942 -0.372 -2.046 0.53 -1.06 -3.16 -0.40
H -0.398 0.651 -3.097 0.05 0.73 -0.59 0.11
H 1.403 1.114 -3.305 -0.47 0.67 -0.24 0.11
C 3.459 -1.579 -2.268 0.44 -0.29 0.14 -0.08
C 1.430 -3.117 -2.167 -0.09 -0.84 0.41 -0.09
H 1.935 -4.073 -2.401 -0.38 -0.36 0.29 0.08
H 0.375 -3.195 -2.492 0.47 0.06 0.09 0.08
H 1.448 -3.002 -1.071 0.00 0.02 -0.34 0.08
H 3.444 -1.580 -1.168 0.02 0.08 -0.27 0.07
H 3.731 -0.571 -2.627 -0.16 -0.34 0.16 0.08
H 4.242 -2.286 -2.603 0.40 0.29 0.27 0.08
Pd 0.604 0.107 -0.270 -1.67 0.02 3.89 1.00
C 1.095 2.474 1.594 -0.07 -0.07 -0.41 -0.24
C 1.513 1.983 0.227 1.21 1.11 0.55 -0.24
C 0.482 2.311 -0.692 -1.04 1.30 0.08 -0.24
H 2.561 1.838 -0.043 -0.22 0.35 0.08 0.08
C -0.640 2.858 0.058 0.98 0.20 -0.87 -0.15
C -0.273 2.997 1.374 -0.21 0.53 0.19 -0.11
H -0.861 3.445 2.174 0.15 -0.29 -0.31 0.06
H 1.777 3.152 2.144 -0.08 -0.52 -0.17 0.14
H 0.594 2.365 -1.775 -0.16 -0.08 0.47 0.07
H -1.585 3.148 -0.400 0.21 -0.10 0.20 0.09
C -0.376 -1.260 1.352 -0.83 -0.36 -0.81 -0.16
C -1.237 -0.302 1.954 -1.20 -0.02 -0.13 -0.13
C -2.171 0.153 0.991 0.82 -0.54 1.24 -0.11
H -1.256 -0.058 3.017 0.21 0.14 -0.58 0.08
C -1.908 -0.501 -0.240 1.28 -1.71 -0.28 -0.13
C -0.838 -1.464 -0.021 -1.25 0.71 0.54 -0.25
H -0.564 -2.279 -0.669 -0.03 0.11 -0.06 0.06
H 0.391 -1.863 1.838 -0.28 0.32 -0.04 0.10
H -2.990 0.839 1.197 0.35 0.00 -0.13 0.09
H -2.467 -0.422 -1.166 0.10 0.10 0.16 0.09
C -2.402 -0.276 7.323 -0.18 -0.15 0.00 -0.06
C -2.459 0.755 6.226 0.17 0.27 -0.15 -0.23
C -3.529 0.742 5.339 -0.45 -0.17 -0.26 -0.07
C -3.629 1.665 4.296 0.38 0.32 0.41 -0.09
C -2.616 2.611 4.135 -0.36 -0.58 0.08 -0.04
C -1.503 2.591 4.982 -0.38 -0.10 0.14 -0.21
N -0.509 3.540 4.710 0.51 0.56 0.02 0.09
C 0.877 3.454 4.938 0.08 0.30 0.25 -0.22
C 1.518 4.522 5.584 0.56 -0.32 0.19 -0.03
C 2.859 4.395 5.972 -0.44 -0.28 -0.55 -0.09
C 3.577 3.235 5.638 0.12 0.29 0.24 -0.09
C 2.969 2.222 4.907 -0.11 0.08 0.00 -0.02
C 1.632 2.341 4.551 -0.50 0.22 0.09 -0.11
C 0.962 1.210 3.834 -0.26 -0.85 -1.38 -0.45
O 0.461 0.288 4.459 0.65 0.36 -0.22 0.08
O 0.987 1.187 2.489 0.43 0.17 1.88 -0.02
C -1.439 1.711 6.082 -0.41 0.06 -0.47 -0.17
C -0.318 1.764 7.066 0.36 -0.13 0.42 -0.03
H -1.498 -0.890 7.248 -0.08 0.12 0.03 0.09
H -2.428 0.172 8.324 0.04 -0.05 -0.14 0.08
H -3.266 -0.943 7.237 0.15 0.07 0.05 0.07
H -4.313 -0.014 5.483 0.32 0.32 -0.16 0.10
H -4.481 1.658 3.621 0.13 -0.03 0.12 0.10
H -2.663 3.349 3.335 0.04 -0.26 0.11 0.10
H -0.835 4.448 4.409 0.04 -0.24 0.05 0.14
H 0.936 5.414 5.830 0.21 -0.30 0.04 0.11
H 3.324 5.195 6.542 0.02 -0.12 -0.13 0.09
H 4.615 3.121 5.954 -0.25 0.09 -0.08 0.10
H 3.501 1.315 4.605 -0.06 0.39 0.16 0.13
H 0.548 1.195 6.697 -0.16 0.18 0.09 0.09
H 0.005 2.789 7.281 -0.06 -0.20 -0.12 0.09
H -0.621 1.305 8.013 0.05 0.15 -0.15 0.07
```
Forces are in eV/Å.

Results
HOMO level (spin up / spin down)	-1.71 / -3.94	eV
orbital gap (spin up / spin down)	4.078 / 5.780	eV
charge	-1
multiplicity	5
E_LUMO (spin up / spin down)	2.365 / 1.837	eV